No. 1
A molecular structure, C29H48As3CaClN5O3SSe, computed with wB97M-V/def2-TZVPD.

```
! wB97M-V def2-TZVPD RIJCOSX def2/J DEFGRID3
* xyz 1 1
Ca 0.94 -1.38 0.06
N 1.76 -1.38 2.52
N 2.79 -0.49 2.83
C 3.90 -0.49 2.04
N 4.98 0.18 2.49
S 3.92 -1.27 0.57
H 0.88 -1.07 2.93
H 1.97 -2.34 2.82
H 2.92 -0.23 3.81
H 5.00 0.66 3.37
H 5.80 0.17 1.91
C 0.46 -2.44 -3.33
As 1.52 -0.95 -2.61
C 2.88 -1.01 -4.05
C 0.27 0.42 -3.30
C 0.53 1.91 -3.03
C -0.53 2.68 -3.84
C 0.35 2.31 -1.55
As 1.25 1.40 -0.04
C 0.84 2.82 1.28
C 3.10 2.01 -0.32
C 1.94 2.24 -3.53
As 2.83 4.05 -3.66
C 2.17 4.51 -5.46
C 1.71 5.39 -2.70
H 0.94 -3.39 -3.08
H 0.38 -2.36 -4.42
H -0.54 -2.40 -2.89
H 2.41 -0.77 -5.01
H 3.29 -2.02 -4.10
H 3.70 -0.32 -3.88
H -0.70 0.14 -2.87
H 0.21 0.26 -4.38
H -1.53 2.33 -3.58
H -0.38 2.52 -4.90
H -0.48 3.75 -3.64
H -0.72 2.23 -1.31
H 0.63 3.36 -1.45
H 1.20 3.79 0.94
H 1.34 2.57 2.22
H -0.23 2.89 1.47
H 3.12 2.98 -0.83
H 3.65 1.28 -0.92
H 3.60 2.10 0.64
H 2.01 1.87 -4.56
H 2.63 1.63 -2.92
H 2.52 3.77 -6.18
H 2.56 5.48 -5.76
H 1.08 4.55 -5.49
H 1.83 5.31 -1.62
H 0.66 5.34 -2.96
H 2.09 6.37 -3.00
C -0.90 -4.77 3.05
N -1.39 -4.66 1.71
C -0.67 -4.39 0.61
Se 1.14 -4.18 0.49
N -1.50 -4.36 -0.45
C -2.79 -4.59 -0.03
C -4.00 -4.65 -0.71
C -5.13 -4.93 0.04
C -5.05 -5.16 1.41
C -3.85 -5.08 2.10
C -2.72 -4.78 1.36
H 0.18 -4.91 3.02
H -1.36 -5.63 3.54
H -1.14 -3.86 3.62
H -1.19 -4.27 -1.41
H -4.05 -4.49 -1.78
H -6.09 -5.00 -0.45
H -5.95 -5.41 1.95
H -3.82 -5.24 3.17
C -3.36 2.77 3.16
C -2.33 1.83 3.72
C -1.52 2.26 4.76
C -0.60 1.40 5.34
Cl 0.41 1.97 6.62
C -0.51 0.08 4.92
C -1.31 -0.34 3.88
C -2.19 0.53 3.24
O -2.99 0.03 2.22
C -2.50 0.19 0.91
C -1.36 -0.74 0.49
O -0.79 -1.47 1.31
O -1.00 -0.69 -0.71
H -3.68 3.47 3.93
H -4.23 2.21 2.82
H -2.97 3.35 2.33
H -1.62 3.26 5.14
H 0.15 -0.60 5.42
H -1.30 -1.37 3.54
H -2.14 1.21 0.72
H -3.35 0.00 0.25
*
```

Energy above the lowest of the compared OMol25 structures with the same formula, charge and spin (kJ/mol): 115.4
LUMO energy (eV): -1.933
HOMO energy (eV): -10.49
Frontier orbital gap (eV): 8.561
E_tot (eV): -334102.211



No. 2
2 unconnected molecules or ions with the total composition C4H12N3S, computed with wB97M-V/def2-TZVPD.

```
! wB97M-V def2-TZVPD RIJCOSX def2/J DEFGRID3
* xyz 1 1
C 0.76 1.21 1.79
C 1.12 0.09 0.92
C 1.02 0.19 -1.83
C 0.63 0.28 -3.21
N -1.81 -1.05 0.60
N -1.33 -1.49 1.77
N -0.16 2.00 1.36
S -0.06 0.43 -0.59
H 1.38 1.21 2.71
H -2.57 -1.64 0.17
H 2.13 0.11 0.48
H 0.82 -0.99 1.16
H 2.12 0.04 -1.54
H 0.10 1.21 -3.32
H -0.09 -0.44 -3.41
H 1.38 0.30 -4.05
H -2.03 -1.60 2.52
H -0.88 -2.45 1.84
H -0.42 2.68 2.02
H -2.12 -0.09 0.63
*
```

Energy above the lowest of the compared OMol25 structures with the same formula, charge and spin (kJ/mol): 396.6
LUMO energy (alpha / beta) (eV): -4.482 / -4.482
HOMO energy (alpha / beta) (eV): -12.57 / -12.57
Frontier orbital gap (alpha / beta) (eV): 8.087 / 8.088
E_tot (eV): -19637.914



No. 3
A molecular structure, C4H9N3O, computed with wB97M-V/def2-TZVPD.

```
! wB97M-V def2-TZVPD RIJCOSX def2/J DEFGRID3
* xyz 0 1
C 1.40 1.78 -0.25
C 0.27 0.46 -0.23
C 1.08 -0.84 -0.44
C -1.92 -1.23 0.01
H 1.53 2.05 1.08
H 2.48 1.42 -0.62
H 0.75 2.71 -0.94
H -0.35 0.61 -1.03
H 1.96 -1.06 0.02
H 1.27 -0.98 -1.46
H -2.98 -1.50 -0.40
H -2.38 0.94 0.70
H -0.03 -0.58 1.67
N -0.89 -1.97 -0.38
N -1.90 -0.22 0.81
N -0.52 0.13 1.03
O 0.24 -1.72 0.42
*
```

Energy above the lowest of the compared OMol25 structures with the same formula, charge and spin (kJ/mol): 962.0
LUMO energy (eV): 0.456
HOMO energy (eV): -8.18
Frontier orbital gap (eV): 8.633
E_tot (eV): -10802.491



No. 4
15 unconnected molecules or ions with the total composition C6H39NO14, computed with wB97M-V/def2-TZVPD.

```
! wB97M-V def2-TZVPD RIJCOSX def2/J DEFGRID3
* xyz 0 1
C -2.80 -0.15 1.88
C -1.54 0.30 2.13
N -0.53 0.26 1.19
C 0.84 0.71 1.51
C 2.98 2.83 -0.95
C 2.58 2.07 0.21
C 1.66 1.16 0.26
H -3.00 -0.60 0.95
H -3.54 -0.41 2.62
H -1.30 0.75 3.07
H -0.45 -0.55 0.69
H 0.57 1.55 2.24
H 1.41 -0.12 2.00
H 2.81 2.08 -1.85
H 2.22 3.58 -0.93
H 3.84 3.28 -1.05
H 2.93 2.39 1.21
H 1.45 0.44 -0.51
H 1.69 -1.46 1.15
H 2.34 -2.57 0.35
O 2.31 -2.10 1.21
H -4.77 1.18 -1.08
H -4.36 -0.25 -1.02
O -4.24 0.57 -1.51
H 0.87 -1.71 -2.05
H 1.96 -0.60 -1.63
O 1.49 -1.44 -1.29
H -3.75 1.96 1.57
H -3.44 1.99 0.12
O -3.96 2.46 0.75
H -0.99 4.48 -0.07
H -0.17 3.51 0.29
O -0.29 4.48 0.54
H -1.19 -2.99 1.61
H -0.62 -3.07 3.29
O -1.43 -3.06 2.56
H 3.35 -1.50 2.49
H 4.33 -0.42 1.99
O 4.03 -0.87 2.84
H 1.22 1.52 -4.14
H 1.33 0.06 -3.49
O 1.67 0.93 -3.62
H -1.35 2.53 -3.06
H -0.57 4.02 -2.89
O -0.87 3.24 -3.55
H -2.01 -3.12 -0.55
H -1.49 -2.29 -1.83
O -1.43 -2.53 -0.93
H 1.98 -2.63 3.85
H 1.25 -1.53 4.61
O 1.39 -1.97 3.84
H -1.28 -1.06 -3.03
H -0.53 -2.13 -4.03
O -0.41 -1.53 -3.32
H -2.62 0.40 -1.34
H -1.20 0.05 -1.10
O -1.75 0.38 -1.88
H 0.78 -3.52 -0.25
H 1.47 -4.79 -0.36
O 1.11 -4.16 0.27
*
```

Energy above the lowest of the compared OMol25 structures with the same formula, charge and spin (kJ/mol): 857.7
LUMO energy (eV): -0.321
HOMO energy (eV): -8.53
Frontier orbital gap (eV): 8.214
E_tot (eV): -37004.706



No. 5
A molecular structure, C5H13N2, computed with wB97M-V/def2-TZVPD.

```
! wB97M-V def2-TZVPD RIJCOSX def2/J DEFGRID3
* xyz 1 1
C -2.14 1.00 1.01
C -2.17 -0.12 -0.01
C -0.83 -0.81 -0.33
C 0.34 0.14 -0.48
N 0.77 1.01 0.41
C 1.68 -0.42 0.20
N 2.06 -1.47 -0.51
H 1.80 -0.46 1.28
H -1.91 0.72 2.04
H -2.99 1.67 0.92
H -2.61 0.33 -0.91
H -2.90 -0.87 0.29
H -0.62 -1.46 0.54
H -0.81 -1.51 -1.17
H -1.26 1.67 0.86
H 0.49 0.37 -1.55
H 1.96 3.01 -1.61
H 2.67 -0.32 -0.60
H 2.89 -1.91 -0.09
H 2.60 2.98 -1.26
*
```

Energy above the lowest of the compared OMol25 structures with the same formula, charge and spin (kJ/mol): 1064.7
LUMO energy (eV): -6.824
HOMO energy (eV): -14.20
Frontier orbital gap (eV): 7.377
E_tot (eV): -8359.776



No. 6
A molecular structure, C6H14ILaN2O2PTa, computed with wB97M-V/def2-TZVPD.

```
! wB97M-V def2-TZVPD RIJCOSX def2/J DEFGRID3
* xyz 2 1
C -2.88 1.10 0.86
C -1.38 0.77 0.87
Ta -0.47 -0.92 -0.25
N 1.33 -0.36 -0.36
C 2.03 0.58 0.19
C 2.03 0.79 1.67
C 2.89 1.48 -0.64
O 0.01 -2.10 1.57
C 0.92 -2.97 1.20
N 1.60 -3.83 0.81
P -1.15 0.14 -2.48
O -2.23 -0.63 -3.38
I 0.61 0.58 -4.01
H -3.49 0.25 1.18
H -3.25 1.38 -0.13
H -3.10 1.92 1.54
H -0.82 1.66 0.54
H -1.11 0.53 1.91
H -0.45 -2.56 -1.20
H -2.23 -1.64 -0.04
H 3.06 0.89 2.04
H 1.51 0.00 2.22
H 1.54 1.75 1.86
H 3.47 2.17 -0.03
H 3.57 0.86 -1.23
H 2.27 2.03 -1.36
H -2.24 -0.43 -4.33
La -2.03 -3.43 0.99
*
```

Energy above the lowest of the compared OMol25 structures with the same formula, charge and spin (kJ/mol): 0.0
LUMO energy (eV): -8.915
HOMO energy (eV): -13.49
Frontier orbital gap (eV): 4.579
E_tot (eV): -33305.174